[1]
C14H26F3NO2 | the ωB97M-V functional and the def2-TZVPD basis

Calculated values
* HOMO: -0.340 Eh
* structure (SMILES): CC(C)C[C@H]1CO[C@H](CCC(F)(F)F)[C@H]1C[C@@H](O)CN
* energy: -1053.8556 Ha
* maximum force: 1.63 eV Å⁻¹
* energy relative to the best compared isomer or geometry (same formula, charge and spin): 7.2 kcal per mole
* orbital gap: 9.78 eV

ORCA input file:
```
! wB97M-V def2-TZVPD RIJCOSX def2/J DEFGRID3
* xyz 0 1
C -0.76 0.87 2.94
C -2.13 0.99 2.22
C -3.06 1.95 3.00
C -1.97 1.44 0.75
C -2.02 0.38 -0.34
C -2.00 1.18 -1.70
O -0.76 0.91 -2.35
C 0.12 0.39 -1.34
C 1.31 -0.16 -2.10
C 2.35 0.96 -2.32
C 3.49 0.58 -3.23
F 3.65 1.49 -4.24
F 3.35 -0.64 -3.81
F 4.68 0.56 -2.54
C -0.81 -0.55 -0.60
C -0.35 -1.41 0.60
C 1.14 -1.48 0.91
O 1.33 -1.42 2.35
C 1.78 -2.82 0.51
N 1.37 -3.44 -0.74
H -0.60 -0.14 3.28
H 0.05 1.16 2.29
H -0.72 1.50 3.82
H -2.63 0.02 2.23
H -2.52 2.58 3.69
H -3.79 1.39 3.58
H -3.61 2.61 2.33
H -2.81 2.10 0.54
H -1.08 2.06 0.68
H -2.96 -0.17 -0.32
H -2.03 2.25 -1.49
H -2.85 1.01 -2.36
H 0.48 1.25 -0.75
H 0.99 -0.54 -3.06
H 1.82 -0.96 -1.58
H 1.82 1.82 -2.71
H 2.74 1.23 -1.34
H -1.17 -1.22 -1.38
H -0.85 -1.08 1.50
H -0.71 -2.42 0.41
H 1.70 -0.65 0.49
H 1.78 -0.61 2.56
H 1.53 -3.51 1.31
H 2.86 -2.73 0.53
H 1.41 -2.84 -1.54
H 0.48 -3.90 -0.68
*
```

=====

[2]
C21H20AuN7O | the ωB97M-V functional and the def2-TZVPD basis

Calculated values
* HOMO: -0.245 Eh
* energy: -1406.4108 Ha
* maximum force: 1.33 eV Å⁻¹
* orbital gap: 5.96 eV

ORCA input file:
```
! wB97M-V def2-TZVPD RIJCOSX def2/J DEFGRID3
* xyz 0 1
Au -0.64 1.51 0.20
C -4.49 -0.64 -3.24
C -3.11 -0.50 -3.37
C -2.32 -0.31 -2.25
C -2.89 -0.28 -0.97
C -4.27 -0.38 -0.85
C -5.06 -0.55 -1.98
N -2.02 -0.08 0.11
C -2.04 -0.80 1.25
C -2.83 -1.97 1.45
C -2.53 -2.83 2.47
C -1.45 -2.62 3.35
C -0.71 -1.48 3.23
C -1.05 -0.51 2.26
N -0.54 0.73 2.24
N 0.58 1.04 2.80
C 1.21 2.13 2.34
C 2.24 2.71 3.11
C 3.01 3.72 2.60
C 2.73 4.22 1.32
C 1.73 3.62 0.60
N 1.01 2.58 1.05
H -5.11 -0.78 -4.11
H -2.66 -0.53 -4.35
H -1.25 -0.19 -2.34
H -4.73 -0.29 0.12
H -6.14 -0.62 -1.87
H -3.62 -2.20 0.76
H -3.14 -3.72 2.59
H -1.22 -3.35 4.10
H 0.11 -1.26 3.90
H 2.41 2.32 4.11
H 3.82 4.14 3.18
H 3.30 5.03 0.89
H 1.50 3.96 -0.40
C 3.98 -0.89 -2.80
N 3.00 -0.95 -1.74
C 2.65 -2.16 -1.04
C 1.46 -1.67 -0.17
O 0.88 -2.36 0.62
N 1.21 -0.36 -0.50
C 2.10 0.00 -1.40
N 2.07 1.22 -1.98
H 4.80 -1.56 -2.55
H 4.37 0.12 -2.90
H 3.56 -1.21 -3.76
H 3.46 -2.53 -0.42
H 2.32 -2.95 -1.72
H 1.44 1.86 -1.52
H 2.89 1.60 -2.41
*
```

=====

[3]
C18H24O18 | the ωB97M-V functional and the def2-TZVPD basis

Calculated values
* HOMO: -0.300 Eh
* energy: -2053.4757 Ha
* maximum force: 13.21 eV Å⁻¹
* energy relative to the best compared isomer or geometry (same formula, charge and spin): 750.8 kcal per mole
* orbital gap: 7.68 eV

ORCA input file:
```
! wB97M-V def2-TZVPD RIJCOSX def2/J DEFGRID3
* xyz 0 1
C 2.00 38.75 -12.46
C 1.28 37.72 -13.41
O 0.98 38.38 -14.55
C 1.29 39.68 -14.45
O 1.38 40.52 -15.37
O 1.80 39.91 -13.22
H 3.01 38.40 -12.26
H 1.59 39.03 -11.48
H 0.39 37.45 -12.84
H 1.94 36.89 -13.65
C 0.34 42.12 -11.47
C 0.55 41.39 -12.82
O 1.02 42.43 -13.56
C 0.74 43.64 -13.12
O 0.95 44.67 -13.76
O 0.52 43.54 -11.82
H 1.12 41.86 -10.75
H -0.67 41.88 -11.15
H -0.36 40.93 -13.20
H 1.31 40.68 -12.51
C 4.34 36.58 -14.02
C 4.26 35.31 -13.17
O 3.03 34.69 -13.54
C 2.20 35.71 -14.05
O 1.01 35.60 -14.23
O 3.01 36.74 -14.38
H 4.87 36.49 -14.97
H 4.69 37.45 -13.47
H 4.31 35.43 -12.09
H 5.10 34.74 -13.58
C 1.90 40.19 -8.97
C 1.94 38.77 -9.29
O 0.78 38.53 -10.10
C 0.40 39.59 -10.62
O -0.57 39.79 -11.36
O 1.05 40.60 -10.07
H 2.90 40.62 -8.97
H 1.34 40.55 -8.10
H 1.78 38.13 -8.42
H 2.86 38.43 -9.75
C 4.43 40.07 -16.08
C 5.03 41.04 -14.98
O 4.57 40.44 -13.81
C 4.20 39.18 -14.06
O 3.79 38.39 -13.18
O 4.10 38.95 -15.36
H 5.31 39.67 -16.58
H 3.68 40.68 -16.58
H 4.56 41.98 -15.29
H 6.12 41.02 -15.04
C 1.66 38.29 -16.84
C 2.33 37.52 -15.75
O 2.65 36.37 -16.45
C 2.27 36.31 -17.72
O 2.46 35.42 -18.57
O 1.63 37.45 -17.95
H 2.27 39.10 -17.22
H 0.70 38.74 -16.57
H 1.52 37.41 -15.03
H 3.21 37.95 -15.27
*
```